(1)
44
Properties=species:S:1:pos:R:3 method="wB97M-V/def2-TZVPD" e_homo_ev=-12.877 energy_ha=-3001.99702 lumo_ha=-0.416 total_charge=+2
C 2.16 -3.20 0.42
C 2.20 -2.84 -1.00
Cl 3.05 -3.96 -1.96
C 1.60 -1.71 -1.46
Cl 1.63 -1.32 -3.09
C 0.88 -0.80 -0.55
C 1.49 0.09 0.23
C 2.97 0.33 0.26
C 3.34 1.80 -0.10
C 4.50 1.81 -1.07
O 4.41 1.97 -2.25
O 5.67 1.60 -0.42
C 0.64 0.94 1.15
O 1.22 1.74 1.84
C -0.83 0.72 1.21
P -1.90 1.58 2.48
O -1.07 2.89 2.93
Cl -1.30 0.32 3.98
C -1.44 -0.14 0.38
C -2.91 -0.44 0.33
C -3.87 0.75 0.08
O -3.12 1.82 -0.48
C -5.06 0.31 -0.82
N -4.99 0.68 -2.21
C -0.61 -0.93 -0.59
O -1.09 -1.68 -1.41
H 3.12 -2.97 0.95
H 1.32 -2.77 0.99
H 2.03 -4.34 0.41
H 3.35 0.10 1.26
H 3.46 -0.34 -0.45
H 3.61 2.34 0.80
H 2.50 2.33 -0.56
H 6.30 1.19 -1.02
H -1.36 3.69 2.47
H -3.05 -1.14 -0.50
H -3.22 -0.98 1.23
H -4.28 1.09 1.03
H -3.52 2.66 -0.21
H -5.97 0.75 -0.41
H -5.15 -0.78 -0.77
H -5.16 1.67 -2.37
H -4.14 0.40 -2.68
Pb 2.60 -5.22 1.94

=====

(2)
50
Properties=species:S:1:pos:R:3 method="wB97M-V/def2-TZVPD" e_homo_ev="-0.404 / -4.886" energy_ha=-4212.98611 lumo_ha="0.077 / 0.076" total_charge=-1 spin_multiplicity=2
Cu 0.22 -0.38 -0.10
C 0.76 -1.85 3.92
F 0.38 -3.05 4.33
F -0.26 -1.09 3.49
F 1.34 -1.26 4.95
S 2.05 -2.08 2.49
O 2.79 -0.85 2.57
O 2.84 -3.32 2.66
N 1.15 -2.10 0.99
S 1.46 -3.53 0.44
O 2.75 -3.87 -0.19
O 0.90 -4.63 1.28
C 0.37 -3.51 -1.18
F 0.72 -2.55 -2.04
F 0.33 -4.77 -1.71
F -0.85 -3.34 -0.75
C -3.09 -0.78 -2.96
C -2.42 0.41 -2.23
O -1.41 0.27 -1.55
N -3.05 1.55 -2.42
C -2.52 2.80 -1.94
H -2.47 -1.43 -3.58
H -3.89 -0.34 -3.55
H -3.46 -1.48 -2.21
H -3.83 1.65 -3.05
H -3.00 3.68 -2.36
H -1.45 2.86 -2.15
H -2.71 2.89 -0.87
N 1.98 0.51 -1.33
C 3.22 -0.10 -1.41
C 4.24 0.45 -2.16
C 4.00 1.64 -2.84
C 2.71 2.23 -2.81
C 1.71 1.64 -2.09
H 3.34 -0.96 -0.76
H 5.11 -0.16 -2.37
H 4.84 2.14 -3.31
H 2.45 3.12 -3.37
H 0.67 1.92 -1.97
N -0.83 1.43 1.52
C -0.34 2.28 2.49
C -1.02 2.42 3.73
C -2.20 1.77 3.97
C -2.70 0.88 2.98
C -1.99 0.82 1.73
H 0.57 2.83 2.32
H -0.60 2.95 4.56
H -2.88 1.80 4.80
H -3.56 0.25 3.16
H -2.36 0.25 0.89